Formula: C29H42BrN5O4RuSi3
Source: the OMol25 dataset
Level of theory: the ωB97M-V functional and the def2-TZVPD basis

The calculation puts the lowest unoccupied orbital energy (spin up / spin down) at -2.59 / -2.87 eV. For the strongest force on any atom, the calculation gives 0.54 eV/A. As for the HOMO-LUMO gap (spin up / spin down): 7.8758 / 8.0789 eV. The molecular weight comes out at 789.92 g mol⁻¹. As for the HOMO energy (spin up / spin down): -10.5 / -11.0 eV.

ORCA input file:
```
! wB97M-V def2-TZVPD RIJCOSX def2/J DEFGRID3
* xyz 1 2
Ru 0.73171 0.72697 0.09442
Br 4.12857 2.62407 0.08564
Si -1.05389 -1.54051 -2.39300
Si -2.69178 -0.17236 -0.04759
Si -2.11234 -3.28355 0.19014
O -0.48359 4.98563 -3.59780
O -1.56399 1.14215 -0.02760
O 0.62510 -1.31609 0.31037
O 1.85683 -3.18214 0.32438
N 1.66196 5.71706 -3.68201
N 2.80933 0.15703 -0.22173
N -0.32373 0.65821 4.07410
N 0.86045 2.82496 -0.15935
N 0.79815 0.82752 2.17354
C 0.86768 -0.01733 4.28259
C -1.85668 -1.65450 -0.71480
C 2.86162 -0.43950 2.98993
C 3.93322 0.83110 -0.47518
C 0.59699 5.14842 -3.07450
C -2.39889 -1.63334 -3.69754
C 0.92412 5.57374 -0.59356
C 2.87926 -1.18600 -0.37551
C -3.95985 -3.63994 0.14275
C 0.97573 3.68389 0.86236
C 1.36072 -0.69096 5.39424
C -0.21347 0.14889 -2.66347
C 0.82116 4.69083 -1.65629
C 5.07996 -1.10363 -1.26972
C 0.80171 3.33241 -1.39379
C 5.07086 0.25516 -1.02163
C -2.12542 2.45570 -0.15204
C -4.12071 0.34582 -1.13643
C 3.97423 -1.84438 -0.89216
C 1.01110 5.05314 0.68844
C 1.70336 -1.99435 0.13084
C 2.61599 -1.24409 5.27010
C -3.35301 -0.29174 1.69831
C 3.35747 -1.11193 4.08592
C 1.57788 0.09808 3.08574
C -1.25773 -4.74104 -0.59794
C -1.53607 -3.15198 1.98163
C 0.20235 -2.85197 -2.84375
C -0.30787 1.13378 2.81936
H -1.04611 -4.08581 2.26574
H 0.52170 0.51770 -1.91135
H 0.37887 0.10099 -3.58131
H -3.79540 0.81667 -2.06602
H 3.45515 -0.32496 2.09841
H -1.58616 -5.64083 -0.07003
H -1.07557 0.77444 4.73232
H -2.36411 -2.98839 2.67359
H 1.06000 3.24581 1.84547
H -1.12711 1.68682 2.39055
H -4.17859 -4.53343 0.73293
H -0.17416 -4.67481 -0.50280
H 5.93524 0.87288 -1.21247
H 0.79037 -0.77586 6.30909
H -2.93047 -2.58409 -3.60965
H -1.95719 -1.59852 -4.69665
H -4.29296 -0.84623 1.71062
H -4.28891 -3.83505 -0.88054
H -1.51788 -4.86941 -1.64942
H -3.57507 0.71135 2.07722
H 0.70614 2.62503 -2.20757
H 1.09925 5.69884 1.55047
H -3.21218 2.40519 -0.14383
H 0.81750 -3.20240 -2.01957
H 4.34570 -1.54814 4.03575
H -0.29374 -3.72268 -3.27432
H 3.04374 -1.78363 6.10365
H -1.81430 2.91565 -1.08981
H 5.95397 -1.57666 -1.69643
H 1.55357 6.06511 -4.62091
H -4.57135 -2.82772 0.53950
H -4.69688 -0.54320 -1.40331
H -0.79706 -2.35655 2.09744
H 2.54139 5.83376 -3.21201
H -2.66810 -0.78687 2.38460
H -1.80702 3.08364 0.68069
H -0.94234 0.95410 -2.78026
H -4.80135 1.03055 -0.62658
H -3.13461 -0.83259 -3.62649
H 0.92720 6.64314 -0.76231
H 3.92991 -2.92144 -0.96439
H 0.86040 -2.44569 -3.61738
*
```